115
Properties=species:S:1:pos:R:3:forces:R:3:mulliken_charge:R:1 method="wB97M-V/def2-TZVPD" e_above_lowest_ev=3.824 gap_ev=8.48 total_charge=+1
C -1.75818 2.83952 -1.79642 0.1 0.6 -1.6 0.024
C -2.71325 4.12822 -1.90672 -0.4 -1.0 -0.9 -0.775
H 3.21106 4.70407 -2.26302 -0.7 -1.3 0.8 0.300
H -0.37694 4.21557 1.33216 0.1 0.6 -0.6 0.224
O -3.18588 -1.64695 1.69255 2.1 0.9 -0.8 -0.422
H -3.46965 4.19709 -1.06840 1.0 -0.3 -0.7 0.253
H -2.26123 -1.04385 7.93442 -0.1 -0.1 0.0 0.295
C 1.51353 1.46791 -0.82922 -0.7 -1.5 0.4 -0.787
H 1.27919 2.21678 -0.01588 0.3 -0.5 -1.2 0.447
H 1.12466 -7.91156 -4.72810 0.1 0.0 0.1 0.313
H -3.07034 -3.46968 -5.51702 0.1 -0.2 0.0 0.361
H -1.55548 -2.93381 1.90732 -0.4 1.0 1.1 -0.282
C 1.74834 -7.18775 -1.37468 -0.6 0.2 -0.5 -0.883
H -0.91072 -1.93128 0.14576 -0.2 0.5 0.7 0.527
H -0.58663 -4.35255 -3.65900 0.0 -0.1 -0.2 0.102
H 1.65750 3.77653 -2.31736 1.1 -0.1 0.6 0.190
H 1.74701 -8.20188 -0.97041 0.2 0.0 0.0 0.341
H 1.36138 -3.22950 1.74632 0.1 0.1 0.2 0.166
H 5.88809 0.80618 0.67944 -1.1 -0.6 -0.6 0.323
N 2.95587 1.33031 -1.13033 0.0 0.4 1.6 0.121
C 5.20175 6.38992 -5.72232 -0.4 0.0 0.0 -1.225
H -3.95297 -0.65515 7.56513 -0.1 0.0 0.2 0.274
H 1.70360 -9.06711 -3.51297 0.2 0.0 0.0 0.335
C -1.81128 6.23459 -0.94066 1.6 0.1 0.6 -1.155
H 2.43970 4.08057 -0.68255 0.2 -0.1 -1.3 0.310
C 6.28946 4.75255 -4.06293 -0.2 -0.2 0.2 -0.856
H -0.50873 6.40812 2.19103 -1.3 0.6 -0.8 0.271
C -3.29801 -1.32839 8.12232 0.4 0.0 -0.1 -1.093
H -3.42915 -0.43010 0.03905 0.8 -0.6 1.2 0.411
O 3.93449 5.00308 -4.26692 0.5 0.1 -0.3 -0.531
O -4.57603 1.14881 3.14119 3.3 0.9 -1.3 -0.476
H -1.93954 -1.38097 -0.94462 0.2 -0.3 0.0 0.142
C -2.96437 -3.16342 3.60418 0.5 0.0 0.4 -1.110
H -5.16193 -3.33270 8.90443 -0.1 0.2 -0.1 0.374
H -2.51895 -3.00605 4.64093 -0.7 -0.3 -1.3 0.215
H 1.19773 -6.54305 -0.69880 0.0 -0.2 -0.3 0.174
C 5.03673 5.34909 -4.64794 -0.5 -0.1 0.1 0.869
H -3.32198 3.95824 -2.86092 0.7 0.2 1.4 0.437
H -4.90485 -4.35392 7.47700 0.0 0.1 0.0 0.297
C 2.64452 3.84752 -1.77248 0.3 0.0 0.3 -0.791
O 3.35249 1.49420 1.22471 0.1 -0.9 -2.7 -0.562
H -2.45975 5.90064 -2.81717 0.8 -0.4 0.3 0.322
C -2.21985 0.75522 1.34937 1.2 -0.3 -0.5 -0.186
N -1.90360 5.35361 -2.13996 -1.5 0.2 0.5 -0.304
H 0.21915 -4.57959 1.57461 0.1 -0.1 0.0 0.261
C 0.94162 0.05165 -0.29369 -0.7 0.4 0.4 -1.114
H -4.20659 -3.25964 -4.17105 0.1 0.0 0.0 0.314
O 2.09977 -6.13069 1.03364 0.1 0.7 1.0 -0.511
C 3.59882 -4.87250 2.38091 0.1 -0.3 -0.2 -1.142
C -4.89404 -3.32721 7.84612 0.1 -0.3 -0.1 -1.138
H 5.47788 0.57166 -1.10649 -0.3 -0.4 1.4 0.283
O -2.46432 -2.04680 -2.85500 0.1 0.0 0.4 -0.618
H -1.65779 2.43021 -2.86275 -0.1 0.5 1.4 0.309
H 0.93422 -4.24012 3.16337 0.1 0.2 0.0 0.387
H -4.07048 -2.92433 3.64401 1.4 -0.1 -0.2 0.333
H 0.98247 1.65471 -1.80905 0.6 0.2 1.2 0.794
H -0.47395 -3.11451 -4.95002 0.0 -0.2 0.0 0.372
H 5.72712 5.96105 -6.57797 0.2 0.1 0.1 0.343
C -2.16729 -2.91455 -3.66208 0.1 0.1 0.0 0.779
C -1.46329 1.32553 0.01667 0.2 0.0 1.1 1.279
H 5.75557 7.24501 -5.32971 0.2 -0.1 -0.1 0.343
H -5.61950 -2.74250 7.27664 -0.1 0.1 0.2 0.307
P -3.57076 1.89653 1.97986 -3.9 2.2 -1.4 1.011
H 4.50356 2.78871 -1.25813 -1.2 -0.2 -0.9 0.303
C 2.25944 -5.17331 1.76414 0.2 -0.5 -0.3 0.660
H 4.98170 -0.74031 0.07167 0.1 1.5 0.1 0.216
H -2.47376 4.86876 0.73389 1.2 0.5 -0.6 -0.146
H -3.18200 -4.70712 -4.22724 0.1 0.0 -0.2 0.335
C -1.56453 5.48799 0.43531 -1.0 1.6 1.2 1.031
H -0.89991 6.90879 -1.11168 -1.2 -0.8 0.3 0.348
C -1.43140 6.64720 1.56654 -0.6 -0.8 -0.5 -1.153
H -3.98858 0.88737 3.88041 -0.6 0.0 -0.1 0.314
H -2.37403 6.63732 2.21254 1.4 0.2 -0.8 0.308
C -3.22201 -3.63904 -4.44940 -0.3 0.3 0.2 -1.226
C 5.12286 0.38399 -0.03457 -0.5 0.8 -1.6 -0.980
C -3.51618 -2.74779 7.66893 0.3 -0.4 -0.2 0.906
H 3.94764 -3.89080 2.05323 0.0 0.1 0.2 0.251
C 1.12169 -4.23990 2.08766 -0.4 -0.1 -0.2 -0.769
O -2.78349 3.20327 2.74465 0.1 -2.8 -0.8 -0.533
H -0.77092 2.09626 0.48407 -0.8 -0.5 -1.4 -0.576
H 1.43435 -0.77229 -0.89529 -0.6 0.8 0.8 0.458
H -2.69021 6.94083 -0.80207 0.7 -1.0 0.0 0.343
H -2.85700 -4.26634 3.34744 -0.1 1.5 0.2 0.337
H 4.32097 -5.62517 2.06148 -0.1 0.1 0.0 0.320
O -2.61454 -3.40030 7.17919 -0.3 0.3 0.0 -0.570
O -2.34399 1.76703 -1.01241 1.4 0.4 1.5 -0.451
H -0.08379 -2.69500 -3.27046 0.0 0.0 -0.1 0.094
H 3.52172 -4.90104 3.46964 0.0 0.2 0.0 0.358
H -1.34565 7.63814 1.03122 0.1 -0.9 1.0 0.347
C 1.08599 -7.17577 -2.72623 -0.2 0.1 0.0 0.859
H -1.84635 2.97368 2.92767 -0.7 0.3 0.1 0.353
H -0.78828 0.09940 -1.68446 0.2 0.0 1.5 0.075
C -0.62857 0.07331 -0.55352 0.4 1.7 -0.7 -0.497
H 6.01952 4.01838 -3.30152 0.0 0.1 -0.1 0.060
O -0.35623 4.69545 0.47966 -0.6 -0.4 -0.1 -0.500
C -2.62283 -0.70061 0.80407 -2.6 2.3 0.9 -0.906
H -1.53733 -1.45678 3.08817 -0.9 -0.9 -0.8 0.239
H -3.49517 -1.24536 9.19274 -0.2 0.1 -0.1 0.357
H 2.77126 -6.81610 -1.45892 0.0 -0.2 0.1 0.305
O -4.50178 2.43056 0.90540 2.4 -1.4 2.4 -0.636
H -0.70344 3.10952 -1.47750 -1.5 -0.1 0.0 -0.166
H 6.86297 4.25127 -4.84506 0.1 0.2 0.0 0.344
C 3.53797 2.53389 -1.82086 1.1 1.2 -0.7 -0.499
C 1.70603 -8.01677 -3.81038 -0.3 0.1 -0.3 -1.173
C 3.72322 1.13561 0.09395 0.7 -0.2 2.2 0.497
H -1.40765 0.80230 2.15489 -0.9 -0.7 -0.9 0.597
H 4.21837 6.73036 -6.05006 0.1 -0.1 0.1 0.306
H 3.86608 2.28341 -2.88453 -0.7 0.2 1.3 0.207
C -2.18333 -2.23961 2.56750 -0.4 -1.4 0.3 0.550
H 2.72716 -7.68159 -4.00238 0.1 -0.2 0.1 0.320
H 6.89140 5.53512 -3.59687 0.1 0.0 -0.2 0.333
H 1.12618 -0.07089 0.82863 0.0 0.1 -1.5 0.412
C -0.73506 -3.29904 -3.90622 0.0 0.3 0.3 -0.580
O 0.08625 -6.51187 -2.93694 0.2 -0.1 0.0 -0.595
N -1.46478 -1.08766 -0.06653 0.2 -1.8 -1.9 0.646